(1)
{"formula": "C8H8ClNS", "method": "ωB97M-V/def2-TZVPD", "fmax_ev_per_a": 2.64, "relative_energy_kj_mol": 232.8, "gap_ev": [5.3, 5.5], "lumo_ha": [-0.1024, -0.0999], "species": ["C", "C", "C", "C", "C", "C", "C", "C", "N", "S", "Cl", "H", "H", "H", "H", "H", "H", "H", "H"], "xyz": [[2.25, -1.66, 0.23], [0.15, 1.40, 0.61], [-0.31, 1.61, -0.64], [-1.19, -0.67, 0.86], [-1.50, -0.60, -0.64], [0.33, -0.12, 1.00], [-0.68, 0.38, -1.40], [1.20, -0.75, -0.08], [3.23, -2.25, 0.34], [0.96, -0.40, -1.70], [3.07, 1.68, 0.53], [0.37, 2.08, 1.39], [-0.52, 2.60, -1.07], [-1.99, -0.08, 1.34], [-1.20, -1.73, 1.39], [-1.25, -1.66, -0.94], [-2.57, -0.21, -0.82], [0.68, -0.20, 2.06], [-1.03, 0.60, -2.45]]}

(2)
{"formula": "C8H8FNO4", "method": "ωB97M-V/def2-TZVPD", "fmax_ev_per_a": 5.14, "gap_ev": 10.7, "lumo_ha": 0.0226, "species": ["C", "C", "C", "C", "C", "C", "C", "C", "N", "O", "O", "O", "O", "F", "H", "H", "H", "H", "H", "H", "H", "H"], "xyz": [[3.05, 1.00, 0.70], [0.79, 1.67, 0.96], [-1.28, -0.44, -0.20], [2.41, 0.87, -0.63], [0.01, 1.33, -1.62], [0.97, 1.17, -0.46], [-0.04, -0.02, -0.98], [-2.28, -2.11, 1.05], [2.02, 1.54, 1.49], [4.16, 0.85, 1.13], [-0.21, 2.05, 1.53], [-2.25, 0.26, -0.05], [-1.11, -1.64, 0.32], [0.57, -1.14, -1.40], [2.89, 1.36, -1.47], [2.47, -0.22, -0.84], [-1.00, 1.89, -1.29], [0.35, 1.58, -2.56], [-3.13, -1.68, 0.39], [-1.99, -1.51, 1.93], [-2.15, -3.19, 1.12], [2.17, 1.86, 2.45]]}

(3)
{"formula": "C8H8N2O", "method": "ωB97M-V/def2-TZVPD", "fmax_ev_per_a": 3.68, "relative_energy_kj_mol": 346.2, "gap_ev": 9.7, "lumo_ha": 0.0265, "species": ["C", "C", "C", "C", "C", "C", "C", "C", "H", "H", "H", "H", "H", "H", "H", "H", "N", "N", "O"], "xyz": [[-1.33, 1.10, -0.04], [0.11, 0.61, -0.05], [1.24, 1.47, 0.03], [2.54, 0.83, 0.02], [2.62, -0.58, -0.03], [1.47, -1.37, -0.06], [0.23, -0.80, -0.06], [-1.24, -1.39, 0.07], [-1.59, 1.84, 0.79], [-1.44, 1.70, -0.93], [1.09, 2.54, 0.00], [3.40, 1.53, 0.08], [3.61, -1.07, 0.02], [1.63, -2.44, -0.24], [-1.29, -1.78, 1.08], [-1.60, -2.05, -0.66], [-3.32, -0.44, 0.01], [-2.09, -0.20, 0.02], [-4.05, 0.51, -0.06]]}

(4)
{"formula": "C8H8N2O2", "method": "ωB97M-V/def2-TZVPD", "fmax_ev_per_a": 3.30, "relative_energy_kj_mol": 294.7, "gap_ev": 9.1, "lumo_ha": 0.0204, "species": ["C", "C", "C", "C", "C", "C", "C", "C", "N", "N", "O", "O", "H", "H", "H", "H", "H", "H", "H", "H"], "xyz": [[0.69, -0.46, -0.18], [1.38, -1.14, 0.56], [-1.37, 0.13, -1.42], [-1.43, 1.69, 1.33], [-2.38, -2.05, -0.81], [-0.24, 0.49, -0.84], [2.44, -1.94, 1.25], [0.34, 1.82, -1.11], [-1.98, -1.04, -1.30], [-0.36, 1.77, 1.89], [-2.51, 1.58, 0.90], [-2.88, -2.97, -0.29], [-1.86, 0.85, -2.02], [1.99, -2.78, 1.85], [3.39, -1.62, 1.72], [2.85, -2.38, 0.28], [-0.44, 2.54, -1.02], [0.66, 1.83, -2.12], [1.16, 2.11, -0.45], [0.57, 1.56, 1.76]]}

(5)
{"formula": "C8H8N2S", "method": "ωB97M-V/def2-TZVPD", "fmax_ev_per_a": 4.95, "relative_energy_kj_mol": 410.7, "gap_ev": 8.0, "lumo_ha": -0.0319, "species": ["C", "C", "C", "C", "C", "C", "C", "C", "N", "N", "S", "H", "H", "H", "H", "H", "H", "H", "H"], "xyz": [[-2.64, 0.39, -0.84], [-2.82, -0.91, -0.07], [-1.49, 0.93, -1.07], [-1.71, -1.54, 0.40], [-0.27, 0.35, -0.56], [-0.43, -0.89, 0.34], [1.81, 0.13, 0.14], [2.63, 0.72, 1.28], [0.91, 0.85, -0.55], [0.64, -1.28, 0.87], [3.00, -0.75, -0.93], [-3.59, 0.84, -1.25], [-3.93, -1.18, -0.05], [-1.34, 1.97, -1.48], [-1.78, -2.40, 1.16], [2.15, 1.64, 1.74], [3.53, 1.25, 0.97], [2.77, -0.04, 1.95], [2.57, -0.08, -2.05]]}

(6)
{"formula": "C8H8N3O4PdS3", "method": "ωB97M-V/def2-TZVPD", "fmax_ev_per_a": 0.91, "s2": 2.03, "multiplicity": 3, "relative_energy_kj_mol": 62.3, "gap_ev": [6.1, 5.8], "total_charge": -1, "lumo_ha": [0.0958, 0.0270], "species": ["Pd", "C", "S", "C", "S", "N", "N", "C", "C", "C", "C", "C", "C", "N", "H", "H", "H", "H", "H", "H", "H", "H", "O", "S", "O", "O", "O"], "xyz": [[-0.93, -0.12, -0.03], [0.89, -4.10, -3.05], [0.69, -2.48, -3.83], [0.35, -1.51, -2.39], [-1.11, -1.83, -1.51], [1.20, -0.60, -2.07], [0.80, 0.12, -1.00], [1.70, 0.90, -0.40], [1.31, 1.56, 0.78], [2.09, 2.53, 1.46], [1.59, 3.11, 2.60], [0.32, 2.74, 3.07], [-0.40, 1.79, 2.37], [0.09, 1.19, 1.28], [1.02, -4.82, -3.85], [0.00, -4.36, -2.47], [1.77, -4.11, -2.40], [2.68, 1.01, -0.84], [3.05, 2.81, 1.06], [2.17, 3.85, 3.13], [-0.11, 3.19, 3.96], [-1.39, 1.47, 2.66], [-3.19, 0.16, -0.99], [-3.64, -0.53, 0.31], [-4.94, -0.06, 0.69], [-2.56, 0.07, 1.23], [-3.46, -1.96, 0.24]]}

(7)
{"formula": "C8H8N3O5PtS3", "method": "ωB97M-V/def2-TZVPD", "fmax_ev_per_a": 0.40, "relative_energy_kj_mol": 0.0, "gap_ev": 6.1, "total_charge": 1, "lumo_ha": -0.2333, "species": ["Pt", "S", "C", "S", "S", "O", "C", "N", "C", "O", "C", "C", "C", "C", "N", "C", "H", "H", "H", "H", "H", "H", "H", "H", "O", "N", "O", "O"], "xyz": [[-2.19, 0.95, -0.48], [-1.62, 4.33, 2.50], [-1.82, 3.11, 1.50], [-1.87, 1.40, 1.76], [-2.04, 3.23, -0.23], [-0.20, -2.44, 1.91], [0.94, -2.92, 1.22], [2.16, -2.21, 1.54], [2.68, -1.11, 0.92], [3.83, -0.77, 1.08], [1.83, -0.32, -0.04], [2.48, 0.28, -1.11], [1.76, 1.08, -1.98], [0.41, 1.28, -1.75], [-0.20, 0.72, -0.70], [0.49, -0.07, 0.15], [-0.14, -2.68, 2.84], [0.71, -2.81, 0.16], [1.11, -3.97, 1.43], [2.83, -2.67, 2.15], [3.54, 0.13, -1.23], [2.23, 1.56, -2.83], [-0.19, 1.90, -2.40], [-0.05, -0.49, 0.98], [-5.21, 0.47, -2.51], [-4.23, 0.61, -1.89], [-3.03, 0.39, -2.34], [-4.21, 1.01, -0.64]]}

(8)
{"formula": "C8H8N3S", "method": "ωB97M-V/def2-TZVPD", "fmax_ev_per_a": 1.78, "relative_energy_kj_mol": 0.0, "gap_ev": 8.5, "total_charge": 1, "lumo_ha": -0.1410, "species": ["C", "C", "C", "C", "C", "C", "C", "C", "N", "N", "N", "S", "H", "H", "H", "H", "H", "H", "H", "H"], "xyz": [[2.53, 1.73, 0.61], [2.02, 1.60, -0.67], [1.91, 1.11, 1.68], [0.90, 0.84, -0.93], [0.78, 0.35, 1.42], [0.26, 0.18, 0.12], [-0.94, -0.93, 2.01], [-1.47, -0.94, -1.05], [0.03, -0.31, 2.37], [-0.88, -0.62, 0.09], [-2.57, -1.67, -1.11], [-2.23, -1.89, 2.48], [3.42, 2.33, 0.79], [2.51, 2.11, -1.49], [2.28, 1.20, 2.69], [0.53, 0.77, -1.94], [-1.04, -0.61, -1.99], [-3.02, -2.00, -0.27], [-2.98, -1.91, -2.00], [-1.88, -1.98, 3.76]]}

(9)
{"formula": "C8H8N4O", "method": "ωB97M-V/def2-TZVPD", "fmax_ev_per_a": 3.82, "relative_energy_kj_mol": 620.1, "gap_ev": [7.1, 6.9], "lumo_ha": [-0.0664, -0.0725], "species": ["C", "C", "C", "C", "C", "C", "C", "C", "N", "N", "N", "N", "O", "H", "H", "H", "H", "H", "H", "H", "H"], "xyz": [[-0.88, -1.58, 0.67], [-0.85, -2.62, 1.57], [1.44, -1.32, 1.08], [0.30, -0.93, 0.31], [0.95, 2.46, -0.66], [-0.77, 0.20, -1.60], [0.39, 0.05, -0.74], [-0.24, 2.40, 0.24], [0.27, -2.90, 2.24], [1.37, -2.18, 2.03], [-1.73, 1.30, -1.12], [-1.41, 2.10, -0.30], [2.06, 2.84, -0.35], [-1.83, -1.30, 0.09], [-1.67, -3.29, 1.57], [2.35, -0.63, 0.85], [0.71, 2.28, -1.72], [-0.41, 0.63, -2.50], [-1.45, -0.62, -1.72], [1.40, 0.25, -1.15], [-0.01, 2.85, 1.22]]}

(10)
{"formula": "C8H8N4O3", "method": "ωB97M-V/def2-TZVPD", "fmax_ev_per_a": 4.46, "relative_energy_kj_mol": 882.1, "gap_ev": [7.2, 7.4], "lumo_ha": [-0.0530, -0.0683], "species": ["C", "C", "C", "C", "C", "C", "C", "C", "N", "N", "N", "N", "O", "O", "O", "H", "H", "H", "H", "H", "H", "H", "H"], "xyz": [[-0.99, -1.65, -0.13], [-1.95, 0.47, -0.58], [0.58, 1.22, 1.44], [1.97, 1.21, 1.65], [-1.61, -0.69, -1.15], [-0.45, -1.06, 0.90], [-1.87, -1.11, -2.58], [-1.69, 0.80, 0.88], [-0.34, 0.27, 1.10], [2.84, 0.28, 1.49], [-1.00, -2.08, -3.04], [4.13, 0.69, 1.68], [-2.79, -0.71, -3.26], [4.39, 1.83, 1.32], [4.94, -0.12, 2.08], [-1.00, -2.70, 0.00], [-2.39, 1.10, -1.31], [0.23, 2.26, 1.74], [2.19, 2.23, 1.99], [-1.77, 1.78, 1.00], [-2.47, 0.28, 1.34], [-0.14, -2.15, -2.54], [-0.82, -2.14, -4.01]]}

(11)
{"formula": "C8H8N4O4", "method": "ωB97M-V/def2-TZVPD", "fmax_ev_per_a": 7.45, "relative_energy_kj_mol": 842.3, "gap_ev": 8.7, "lumo_ha": -0.0100, "species": ["C", "C", "C", "C", "C", "C", "C", "C", "H", "H", "H", "H", "H", "H", "H", "H", "N", "N", "N", "N", "O", "O", "O", "O"], "xyz": [[2.31, 0.28, 0.00], [1.62, 1.53, 0.26], [0.45, 1.58, 0.82], [0.31, -0.94, 1.18], [-1.80, 1.05, -0.36], [-2.64, -0.09, -0.17], [-2.11, -1.37, -0.29], [0.01, -0.47, -1.04], [1.88, -1.83, 0.18], [1.92, 2.54, -0.25], [-0.17, 2.47, 0.88], [-1.18, 0.51, 1.59], [0.14, 1.61, -0.62], [-3.57, -0.07, 0.28], [-2.77, -2.25, -0.15], [-0.46, -2.46, -0.70], [1.59, -0.85, 0.58], [-0.10, 0.42, 1.43], [-0.51, 0.80, -0.74], [-0.83, -1.56, -0.66], [3.43, 0.11, -0.41], [-0.48, -1.88, 1.24], [-2.18, 2.19, -0.17], [1.03, -0.64, -1.65]]}

(12)
{"formula": "C8H8NO2S", "method": "ωB97M-V/def2-TZVPD", "fmax_ev_per_a": 5.64, "relative_energy_kj_mol": 244.1, "gap_ev": 6.9, "total_charge": -1, "lumo_ha": 0.1252, "species": ["C", "C", "C", "C", "C", "C", "C", "C", "N", "O", "O", "S", "H", "H", "H", "H", "H", "H", "H", "H"], "xyz": [[-1.44, 1.98, 0.14], [0.01, 1.64, 0.20], [-2.37, 1.03, -0.24], [0.13, -1.96, 0.09], [1.47, -1.67, 0.17], [0.17, 0.33, 0.40], [-2.07, -0.47, -0.42], [-0.80, -0.82, 0.43], [1.96, -0.50, 0.48], [4.28, -0.61, -0.53], [3.31, 1.64, 0.34], [3.17, 0.42, -0.51], [-1.58, 3.07, 0.05], [0.79, 2.41, 0.33], [-3.38, 1.52, -0.43], [-0.17, -2.99, -0.03], [2.17, -2.32, -0.38], [-2.82, -1.17, -0.15], [-1.78, -0.61, -1.52], [-1.04, -0.90, 1.58]]}

(13)
{"formula": "C8H8NO3S2", "method": "ωB97M-V/def2-TZVPD", "fmax_ev_per_a": 4.02, "relative_energy_kj_mol": 6.9, "gap_ev": [7.2, 7.2], "total_charge": 1, "lumo_ha": [-0.2557, -0.2557], "species": ["C", "C", "C", "C", "C", "C", "C", "C", "N", "O", "O", "O", "S", "S", "H", "H", "H", "H", "H", "H", "H", "H"], "xyz": [[-0.96, -0.09, 1.10], [0.27, -0.04, 1.74], [-0.81, 0.09, -0.26], [1.32, -0.12, 0.85], [-2.89, 0.77, -1.75], [-3.63, 0.13, -2.83], [-1.82, 0.34, -1.12], [3.69, 0.83, 1.81], [-3.30, -1.03, -3.20], [-2.42, -1.77, -2.60], [2.93, -1.55, 2.42], [3.64, -1.00, 0.07], [0.84, 0.00, -0.81], [2.96, -0.66, 1.27], [-1.89, -0.13, 1.66], [0.45, -0.23, 2.84], [-3.25, 1.77, -1.61], [-4.42, 0.50, -3.44], [-2.13, -1.27, -1.68], [3.63, 1.15, 2.83], [4.72, 0.80, 1.49], [3.08, 1.49, 1.22]]}

(14)
{"formula": "C8H8O3", "method": "ωB97M-V/def2-TZVPD", "fmax_ev_per_a": 6.65, "relative_energy_kj_mol": 966.0, "gap_ev": 8.3, "lumo_ha": -0.0221, "species": ["C", "C", "C", "C", "C", "C", "C", "C", "H", "H", "H", "H", "H", "H", "H", "H", "O", "O", "O"], "xyz": [[-0.75, -2.36, 1.72], [0.02, -0.68, 0.39], [1.45, -1.14, 0.18], [-0.03, 0.63, -0.22], [0.92, 1.31, -1.09], [0.17, 2.47, -1.68], [-1.04, 2.68, -0.94], [-1.34, 1.39, -0.28], [0.09, -1.96, 2.42], [-1.58, -2.72, 2.35], [-0.51, -3.19, 0.99], [1.58, -2.63, 0.81], [2.18, -0.14, 1.07], [1.70, -0.89, -1.24], [0.37, 2.89, -2.83], [-1.66, 3.43, -1.30], [-0.99, -1.11, 1.11], [2.01, 0.96, -1.44], [-2.60, 1.04, -0.02]]}

(15)
{"formula": "C8H8O3", "method": "ωB97M-V/def2-TZVPD", "fmax_ev_per_a": 18.09, "relative_energy_kj_mol": 644.0, "gap_ev": 8.6, "lumo_ha": 0.0073, "species": ["C", "C", "C", "C", "C", "C", "C", "C", "H", "H", "H", "H", "H", "H", "H", "H", "O", "O", "O"], "xyz": [[2.63, 0.24, -1.90], [0.68, 0.05, -0.61], [0.46, 1.43, -0.56], [-0.63, 1.96, 0.17], [-1.47, 1.13, 0.85], [-1.28, -0.18, 0.84], [-0.17, -0.77, 0.03], [0.06, -2.23, 0.04], [2.18, 0.89, -2.80], [3.48, -0.66, -2.41], [3.18, 0.54, -1.11], [1.22, 2.00, -1.39], [-0.86, 2.93, 0.31], [-3.01, 1.18, 2.20], [-1.66, -0.88, 1.11], [0.16, -2.72, -0.81], [1.66, -0.49, -1.23], [-2.47, 1.70, 1.53], [0.01, -2.83, 1.18]]}

(16)
{"formula": "C8H8O3", "method": "ωB97M-V/def2-TZVPD", "fmax_ev_per_a": 1.01, "relative_energy_kj_mol": 0.0, "gap_ev": 9.2, "lumo_ha": 0.0200, "species": ["C", "C", "C", "C", "C", "C", "C", "C", "H", "H", "H", "H", "H", "H", "H", "H", "O", "O", "O"], "xyz": [[3.20, -1.25, -0.02], [1.98, -0.39, 0.01], [2.07, 1.01, 0.00], [0.95, 1.79, 0.02], [-0.33, 1.23, -0.01], [-0.47, -0.18, 0.01], [0.71, -0.96, 0.01], [-1.75, -0.93, 0.00], [2.94, -2.29, -0.28], [3.90, -0.92, -0.79], [3.74, -1.28, 0.94], [3.06, 1.49, 0.04], [1.04, 2.89, 0.08], [-1.10, 2.95, -0.05], [0.59, -2.03, 0.01], [-3.60, -0.78, -0.02], [-1.42, 2.05, -0.01], [-2.85, -0.16, -0.02], [-1.81, -2.14, 0.02]]}

(17)
{"formula": "C8H8O3", "method": "ωB97M-V/def2-TZVPD", "fmax_ev_per_a": 7.98, "relative_energy_kj_mol": 731.2, "gap_ev": 8.4, "lumo_ha": -0.0088, "species": ["C", "C", "C", "C", "C", "C", "C", "C", "H", "H", "H", "H", "H", "H", "H", "H", "O", "O", "O"], "xyz": [[-1.83, 2.44, 0.92], [-0.29, 2.05, 1.40], [0.56, 1.20, 0.90], [0.40, 0.09, 0.08], [1.47, -0.68, 0.01], [1.20, -1.95, -0.72], [0.16, -2.25, -1.59], [-1.01, -1.27, -1.66], [-2.55, 1.64, 0.29], [-2.37, 3.05, 1.95], [-1.24, 3.28, 0.18], [0.06, 2.77, 1.96], [1.74, 1.61, 1.20], [2.18, -0.57, 0.68], [1.92, -3.90, -0.43], [0.27, -3.24, -2.04], [2.34, -2.75, -0.56], [-2.04, -1.29, -2.20], [-0.99, -0.23, -0.37]]}

(18)
{"formula": "C8H8O3", "method": "ωB97M-V/def2-TZVPD", "fmax_ev_per_a": 3.99, "relative_energy_kj_mol": 664.4, "gap_ev": [8.2, 8.2], "lumo_ha": [-0.0810, -0.0810], "species": ["C", "C", "C", "C", "C", "C", "C", "C", "O", "O", "O", "H", "H", "H", "H", "H", "H", "H", "H"], "xyz": [[0.32, 2.94, 0.21], [0.14, 1.73, 0.15], [1.00, -0.27, -1.19], [-1.44, -0.47, -0.26], [0.63, -1.30, 1.00], [2.10, -1.07, 0.66], [0.02, -0.54, -0.17], [-2.02, 0.29, -1.44], [0.93, 0.19, -2.29], [-2.12, -0.90, 0.67], [2.18, -0.63, -0.67], [0.03, 3.90, 0.68], [0.45, -2.33, 1.04], [0.34, -0.93, 1.93], [2.57, -0.31, 1.33], [2.79, -2.03, 0.60], [-2.68, -0.41, -1.94], [-1.17, 0.43, -2.04], [-2.51, 1.33, -1.22]]}

(19)
{"formula": "C8H8S2Si", "method": "ωB97M-V/def2-TZVPD", "fmax_ev_per_a": 2.20, "relative_energy_kj_mol": 141.0, "gap_ev": 7.7, "lumo_ha": -0.0022, "species": ["C", "C", "C", "C", "C", "C", "C", "C", "Si", "S", "S", "H", "H", "H", "H", "H", "H", "H", "H"], "xyz": [[-0.49, 0.23, 1.40], [-2.02, -0.34, -0.62], [1.24, 1.47, -0.77], [0.43, -0.91, 1.72], [-1.94, -0.39, -2.00], [1.52, 2.12, 0.38], [-0.88, 0.28, -0.03], [0.07, 0.66, -0.97], [1.18, -1.99, 0.53], [0.47, 1.89, 1.75], [-0.57, 0.47, -2.58], [-1.33, 0.28, 2.17], [-2.95, -0.86, -0.24], [1.87, 1.60, -1.67], [0.93, -0.89, 2.74], [-2.76, -0.77, -2.69], [2.41, 2.75, 0.60], [1.76, -3.28, 1.20], [1.06, -2.32, -0.92]]}

(20)
{"formula": "C8H9B2BeF14N4O4S2", "method": "ωB97M-V/def2-TZVPD", "fmax_ev_per_a": 5.74, "relative_energy_kj_mol": 303.2, "gap_ev": 8.0, "total_charge": -1, "lumo_ha": 0.0200, "species": ["Be", "B", "F", "F", "F", "F", "B", "F", "F", "F", "F", "C", "F", "F", "F", "S", "O", "O", "N", "S", "O", "O", "C", "F", "F", "F", "C", "C", "N", "H", "H", "H", "C", "C", "N", "H", "H", "H", "C", "C", "N", "H", "H", "H"], "xyz": [[0.32, 0.41, 0.07], [2.01, -0.71, 2.23], [2.16, -1.64, 3.15], [1.98, -1.21, 0.95], [0.90, 0.06, 2.43], [3.12, 0.08, 2.27], [-3.02, 1.76, 0.73], [-3.74, 0.62, 0.62], [-3.40, 2.37, 1.90], [-1.58, 1.62, 0.76], [-3.43, 2.63, -0.22], [-2.53, -2.40, -2.22], [-3.60, -2.04, -1.53], [-1.83, -3.24, -1.49], [-2.91, -3.02, -3.41], [-1.46, -0.78, -2.60], [-1.42, -0.61, -4.05], [-2.06, 0.27, -1.80], [0.09, -1.09, -1.78], [0.88, -1.80, -2.94], [0.25, -2.96, -3.52], [1.43, -0.83, -3.87], [2.61, -2.43, -2.24], [3.35, -1.42, -1.88], [2.39, -3.26, -1.22], [3.21, -3.03, -3.28], [4.06, 2.90, -0.44], [3.15, 1.76, -0.79], [2.48, 0.93, -1.22], [5.03, 2.49, -0.70], [4.00, 3.25, 0.59], [3.78, 3.65, -1.18], [-3.30, -3.25, 2.11], [-2.17, -2.50, 1.53], [-1.29, -1.84, 1.12], [-3.30, -2.83, 3.12], [-2.96, -4.29, 2.16], [-4.21, -3.15, 1.52], [-0.04, 4.57, 2.84], [0.63, 3.66, 1.87], [1.12, 2.97, 1.06], [0.26, 4.43, 3.87], [-1.09, 4.27, 2.82], [0.11, 5.63, 2.62]]}